No. 1
Entry from OMol25: C4H4N2O2 as an isolated structure at a distorted geometry (ωB97M-V/def2-TZVPD).

Structure (XYZ):
```
12
C4H4N2O2 (ωB97M-V/def2-TZVPD)
C 0.5598 0.6776 1.1211
C 0.2431 -0.2863 -0.9804
C -1.2246 -0.3102 -1.5721
C -0.1202 0.7361 -0.1972
H 1.3000 1.1763 2.6934
H 1.9298 -1.4894 -0.1549
H -2.1700 -0.6661 -0.6648
H -1.6178 -0.5164 -2.8333
N 0.4908 1.4518 2.1706
N 0.8362 -1.3677 0.0580
O 1.0038 -0.6146 1.3152
O -1.2308 1.2089 -0.9557
```

Energy above the lowest of the compared OMol25 structures with the same formula, charge and spin   9.2692 eV
Total charge   0
E_tot   -11279.2704 eV
LUMO energy   -0.613 eV

No. 2
Entry from OMol25: one molecule with the formula C4H4N2O2 at a distorted geometry (ωB97M-V/def2-TZVPD).

Structure (XYZ):
```
12
C4H4N2O2 (ωB97M-V/def2-TZVPD)
H 1.0199 2.8652 0.0104
N 1.0239 1.7337 -0.1638
C 0.8826 1.3663 1.0623
N 0.6854 -0.0518 1.4569
O 0.3246 -0.8417 0.2479
C -0.7346 -0.2417 -0.4493
O -1.4204 0.7106 -0.1548
C -0.9721 -1.1795 -1.5260
C -1.2951 -2.4183 -2.0502
H 0.9432 2.0315 2.0425
H 1.1312 -0.6906 2.1432
H -1.5886 -3.2837 -2.6191
```

Energy above the lowest of the compared OMol25 structures with the same formula, charge and spin   7.3068 eV
Total charge   0
E_tot   -11281.2328 eV
LUMO energy   0.014 eV

No. 3
Entry from OMol25: one molecule with the formula C4H4N2O2 at a distorted geometry (ωB97M-V/def2-TZVPD).

Structure (XYZ):
```
12
C4H4N2O2 (ωB97M-V/def2-TZVPD)
O -2.9436 -0.7617 -0.1184
C -2.1226 0.1508 -0.1275
C -0.6221 0.2493 0.1813
N -0.1418 1.4138 -0.1464
C 1.3356 1.1510 0.0833
C 1.6445 -0.3397 -0.0360
O 2.5902 -1.0051 -0.3061
N 0.1933 -0.7755 0.4122
H -2.6791 1.1558 -0.2713
H 2.1150 1.6219 -0.5832
H 1.5697 1.3190 1.3222
H 0.0483 -1.6995 0.4620
```

Energy above the lowest of the compared OMol25 structures with the same formula, charge and spin   2.7041 eV
Total charge   0
E_tot   -11285.8355 eV
LUMO energy   -0.384 eV

No. 4
Entry from OMol25: one molecule with the formula C4H4N2O2 at a distorted geometry (ωB97M-V/def2-TZVPD).

Structure (XYZ):
```
12
C4H4N2O2 (ωB97M-V/def2-TZVPD)
H 2.8478 -1.3965 -0.3453
N 2.5836 -0.3526 -0.6063
C 1.3681 -0.1755 -0.0614
N 0.7058 0.9854 -0.4205
O -0.2904 1.1136 0.5376
C -0.7052 -0.0921 0.7398
C -1.7313 -0.3547 -0.2619
C -2.8973 -0.3053 -0.7068
O 0.5223 -0.9632 0.6155
H 1.1416 1.8600 -0.6417
H -1.2153 -0.0076 1.7893
H -3.8601 -0.5242 -1.0980
```

Energy above the lowest of the compared OMol25 structures with the same formula, charge and spin   6.1197 eV
Total charge   0
E_tot   -11282.4199 eV
LUMO energy   0.553 eV

No. 5
Entry from OMol25: one molecule with the formula C4H4N2OS at a distorted geometry (ωB97M-V/def2-TZVPD).

Structure (XYZ):
```
12
C4H4N2OS (ωB97M-V/def2-TZVPD)
O 3.1339 0.3089 -0.5917
C 1.6996 0.3688 -0.4556
C 1.0009 1.1111 0.5245
N -0.2476 0.6862 0.9522
C -0.8396 -0.3623 0.2486
S -2.5463 -0.5628 0.7513
C -0.3649 -0.6258 -1.0832
N 0.9797 -0.2988 -1.2822
H 3.1303 -0.0154 -1.6394
H 1.4594 1.9001 1.1867
H -2.1993 0.0098 2.1003
H -0.8220 -1.0229 -2.0303
```

Energy above the lowest of the compared OMol25 structures with the same formula, charge and spin   2.2450 eV
Total charge   0
E_tot   -20073.4847 eV
LUMO energy   0.034 eV

No. 6
Entry from OMol25: one molecule with the formula C4H4N2S at a distorted geometry (ωB97M-V/def2-TZVPD).

Structure (XYZ):
```
11
C4H4N2S (ωB97M-V/def2-TZVPD)
C -0.1598 1.1890 0.0085
C 1.1458 1.4363 0.0088
C -1.9197 -0.3314 -0.0240
C 0.7257 -1.0348 -0.0100
N -0.5884 -0.1409 -0.0106
N 0.5673 -2.2649 0.0193
S 2.1382 -0.0063 -0.0144
H -0.9248 1.9458 0.0159
H 1.6293 2.3917 0.0201
H -2.1375 -1.4104 -0.0578
H 1.3848 -2.8594 0.0231
```

Energy above the lowest of the compared OMol25 structures with the same formula, charge and spin   3.4573 eV
Total charge   0
E_tot   -18024.7834 eV
LUMO energy   0.156 eV

No. 7
Entry from OMol25: one molecule with the formula C4H4N2S at a distorted geometry (ωB97M-V/def2-TZVPD).

Structure (XYZ):
```
11
C4H4N2S (ωB97M-V/def2-TZVPD)
N -3.2681 0.1845 -0.0113
C -2.1373 0.1677 0.0363
C -0.7522 0.0065 0.1189
N -0.2262 -1.1429 0.0605
C 1.1655 -1.1701 -0.0293
S 1.8506 0.5927 0.0454
C 0.1057 1.2493 0.0205
H 1.7575 -1.6691 0.7753
H 1.2842 -1.6619 -0.9591
H 0.0942 1.6062 -0.9807
H 0.1262 1.8371 0.9235
```

Energy above the lowest of the compared OMol25 structures with the same formula, charge and spin   1.6768 eV
Total charge   0
E_tot   -18026.5640 eV
LUMO energy   -0.110 eV

No. 8
Entry from OMol25: one molecule with the formula C4H4N2S2 at a distorted geometry (ωB97M-V/def2-TZVPD).

Structure (XYZ):
```
12
C4H4N2S2 (ωB97M-V/def2-TZVPD)
C 0.5796 0.5240 1.2537
C -0.6028 0.8118 1.8183
C 0.3654 -0.0092 -2.3017
C -0.7475 -0.8744 0.0701
N -0.7633 0.0419 -1.9755
N 0.5104 -0.4678 0.3020
S -1.8697 -0.1641 1.1471
S 1.7053 -0.7872 -0.8204
H 1.5413 0.9549 1.4712
H -0.8098 1.5361 2.5795
H 1.0777 0.1982 -3.0651
H -0.9866 -1.7643 -0.4793
```

Energy above the lowest of the compared OMol25 structures with the same formula, charge and spin   2.6023 eV
Total charge   0
E_tot   -28860.9368 eV
LUMO energy   0.538 eV

No. 9
Entry from OMol25: an isolated ion of composition C4H4N3O3 and charge -1 at a distorted geometry (ωB97M-V/def2-TZVPD).

Structure (XYZ):
```
14
C4H4N3O3 (ωB97M-V/def2-TZVPD)
N -0.2734 -0.5992 1.6776
C 1.0091 -0.8532 1.1197
O 1.9804 -1.0188 1.8866
N 1.0634 -1.0621 -0.1978
N -0.0262 -1.0246 -1.0255
C -0.7611 -0.0153 -1.3859
O -1.5500 -0.1870 -2.3521
C -0.4704 1.3316 -0.9205
C 0.5384 1.7748 -0.2242
O 1.4561 2.2225 0.3606
H -0.4389 -0.4587 2.6953
H -1.0435 -0.2861 1.0426
H -0.3780 -1.9599 -1.3401
H -1.1060 2.1360 -1.3363
```

Energy above the lowest of the compared OMol25 structures with the same formula, charge and spin   3.4761 eV
Total charge   -1
E_tot   -14825.6133 eV
LUMO energy   3.636 eV

No. 10
Entry from OMol25: C4H4N4 as an isolated structure at a distorted geometry (ωB97M-V/def2-TZVPD).

Structure (XYZ):
```
12
C4H4N4 (ωB97M-V/def2-TZVPD)
C -1.1091 -0.5768 -1.5312
C -0.3564 -0.4186 0.3077
C 1.0207 0.6665 1.5931
C 0.4403 0.4084 -0.3947
H -1.6005 -0.9470 -2.3669
H -0.3930 -0.7351 2.4643
H 1.5278 1.1223 2.4474
H 0.1861 0.7335 -2.5058
N -1.3300 -1.0832 -0.3072
N 0.1530 -0.3461 1.5911
N 1.3075 1.1017 0.3922
N -0.0866 0.2346 -1.6602
```

Energy above the lowest of the compared OMol25 structures with the same formula, charge and spin   0.5620 eV
Total charge   0
E_tot   -10172.2758 eV
LUMO energy   0.977 eV

Calculated values (eV) of HOMO-LUMO gap for the records, taken in order: 8.71 9.56 9.86 9.73 8.71 8.90 9.13 8.52 7.40 9.12.